Formula: C6H8BrN2O3P
Source: the Open Molecules 2025 dataset
Level of theory: ωB97M-V with the def2-TZVPD basis set

Atoms and positions in Å:
C  2.510  -2.121  -1.207
C  0.260  3.252  -0.230
C  1.403  -2.639  0.949
C  2.213  -1.949  0.168
C  -0.750  0.445  2.045
C  -2.256  0.525  -2.036
N  2.939  -2.231  -2.266
N  -0.213  2.231  -0.600
O  0.710  4.239  0.102
O  -1.109  0.108  0.752
O  -0.907  0.105  -1.743
P  0.002  0.559  -0.472
Br  3.108  -0.333  0.811
H  0.895  -3.583  0.775
H  1.064  -2.279  1.954
H  0.231  0.935  2.197
H  -0.765  -0.349  2.712
H  -1.425  1.223  2.450
H  -2.868  0.912  -1.148
H  -2.739  -0.410  -2.509
H  -2.303  1.362  -2.704

Forces on the atoms, in the same order (eV/Å):
-1.098 0.506 3.969
-0.219 -1.295 -0.219
-6.066 -4.149 7.111
6.164 5.385 -6.702
0.206 3.023 0.763
-1.407 -1.312 0.847
0.620 -0.358 -2.276
-1.255 -1.110 -0.337
1.206 3.032 0.932
0.966 0.374 -1.939
0.054 0.389 0.630
-1.767 -1.274 -0.258
-0.443 -1.659 0.000
0.720 -0.007 -0.668
0.429 0.205 -1.276
0.074 -0.357 -0.633
-0.200 -1.896 0.994
-0.098 -0.380 -0.229
1.080 -1.092 -0.768
0.523 1.720 0.824
0.510 0.254 -0.765

Values from the calculation:
<S²> ... 2.017
Spin multiplicity ... 3
Total energy ... -94800.788 eV

Taken from the natural (NBO) analysis, the atomic charges in e are: atom 1 (C): 0.16, atom 2 (C): 0.89, atom 3 (C): -0.36, atom 4 (C): -0.11, atom 5 (C): -0.26, atom 6 (C): -0.26, atom 7 (N): -0.25, atom 8 (N): -0.92, atom 9 (O): -0.48, atom 10 (O): -0.80, atom 11 (O): -0.82, atom 12 (P): 1.55, atom 13 (Br): 0.14, atom 14 (H): 0.22, atom 15 (H): 0.20, atom 16 (H): 0.17, atom 17 (H): 0.18, atom 18 (H): 0.18, atom 19 (H): 0.19, atom 20 (H): 0.20, atom 21 (H): 0.19

---

Formula: C27H23N5S3W
Source: the Open Molecules 2025 dataset
Level of theory: ωB97M-V with the def2-TZVPD basis set

Atoms and positions in Å:
W  0.631  -0.667  0.087
C  -2.304  -3.832  -0.231
C  -1.354  -2.698  -0.461
N  -0.998  -1.854  0.508
N  -1.562  -1.979  1.725
C  -1.029  -1.288  2.687
N  -1.597  -1.295  3.912
S  0.421  -0.314  2.552
C  -0.854  -2.375  -1.750
C  -1.220  -3.049  -2.935
C  -0.812  -2.564  -4.149
C  -0.016  -1.404  -4.183
C  0.381  -0.831  -3.001
N  0.005  -1.292  -1.798
H  -2.652  -3.800  0.798
H  -1.816  -4.789  -0.411
H  -3.161  -3.756  -0.898
H  -2.301  -1.985  4.116
H  -1.048  -0.918  4.666
H  -1.832  -3.935  -2.866
H  -1.085  -3.066  -5.065
H  0.299  -0.974  -5.119
H  1.051  0.025  -2.990
S  1.694  -2.817  0.487
C  3.409  -2.524  0.453
C  4.270  -3.575  0.763
C  5.633  -3.415  0.656
C  6.164  -2.194  0.253
C  5.327  -1.127  -0.007
C  3.944  -1.278  0.090
S  2.907  0.094  -0.243
H  3.833  -4.510  1.082
H  6.288  -4.243  0.879
H  7.233  -2.085  0.152
H  5.723  -0.160  -0.288
N  -0.047  1.032  -0.142
C  -0.647  2.124  0.120
C  -0.390  3.401  -0.539
C  0.791  3.621  -1.258
C  0.976  4.807  -1.940
C  -0.007  5.784  -1.931
C  -1.171  5.584  -1.206
C  -1.363  4.405  -0.515
C  -1.709  2.041  1.152
C  -2.658  1.025  1.065
C  -3.632  0.900  2.038
C  -3.646  1.765  3.122
C  -2.677  2.751  3.231
C  -1.714  2.898  2.250
H  1.554  2.854  -1.263
H  1.894  4.977  -2.485
H  0.133  6.698  -2.487
H  -1.934  6.347  -1.183
H  -2.283  4.244  0.027
H  -2.637  0.361  0.206
H  -4.379  0.123  1.959
H  -4.404  1.668  3.887
H  -2.670  3.406  4.090
H  -0.953  3.661  2.331

Forces on the atoms, in the same order (eV/Å):
1.480 0.422 0.669
0.096 0.202 0.092
-0.473 0.132 1.332
-0.270 -0.867 -0.742
-1.137 -0.735 0.425
1.058 0.659 -0.113
-0.121 -0.177 -0.014
-0.129 -0.114 -0.168
0.657 0.488 -0.993
0.002 0.193 0.629
0.380 0.457 0.012
-0.281 -0.375 0.032
0.231 0.351 -0.151
-0.764 -1.037 -0.706
0.015 -0.031 -0.042
0.065 -0.033 -0.030
-0.081 -0.008 -0.065
0.003 0.004 -0.013
-0.134 -0.066 -0.021
-0.060 -0.029 0.017
-0.054 -0.019 -0.045
0.106 0.023 -0.062
-0.108 -0.122 0.066
-0.062 -0.238 0.026
0.246 0.206 -0.051
-0.099 0.087 -0.025
0.134 -0.052 -0.023
0.054 0.001 0.037
-0.078 -0.034 0.000
-0.139 -0.230 0.022
-0.174 -0.100 -0.026
0.055 -0.123 -0.011
0.102 -0.090 0.034
0.110 0.073 0.021
0.075 0.011 -0.040
-0.239 0.842 -0.218
-0.327 -0.110 0.246
0.156 0.430 -0.395
-0.135 -0.161 0.178
0.121 0.016 -0.087
-0.047 0.013 0.063
0.022 0.163 -0.101
0.068 -0.239 0.052
-0.170 -0.106 0.260
-0.022 0.225 -0.171
-0.083 -0.013 0.024
0.047 -0.018 0.006
-0.014 0.076 0.112
-0.058 -0.070 -0.203
0.040 -0.055 -0.001
0.063 -0.030 -0.046
0.043 0.115 -0.024
-0.078 0.063 -0.027
-0.037 0.005 0.024
-0.010 0.006 0.131
-0.036 -0.074 -0.021
-0.038 -0.029 0.032
-0.003 0.057 0.057
0.028 0.069 0.036

Values from the calculation:
<S²> ... 2.047
Spin multiplicity ... 3
Energy above the lowest of the compared OMol25 structures with the same formula, charge and spin ... 12.5 kcal/mol

Taken from the natural (NBO) analysis, the atomic charges in e are: atom 1 (W): 1.10, atom 2 (C): -0.68, atom 3 (C): 0.23, atom 4 (N): -0.29, atom 5 (N): -0.45, atom 6 (C): 0.32, atom 7 (N): -0.79, atom 8 (S): -0.14, atom 9 (C): 0.15, atom 10 (C): -0.22, atom 11 (C): -0.15, atom 12 (C): -0.26, atom 13 (C): 0.07, atom 14 (N): -0.49, atom 15 (H): 0.26, atom 16 (H): 0.24, atom 17 (H): 0.22, atom 18 (H): 0.40, atom 19 (H): 0.41, atom 20 (H): 0.23, atom 21 (H): 0.22, atom 22 (H): 0.23, atom 23 (H): 0.23, atom 24 (S): -0.12, atom 25 (C): -0.22, atom 26 (C): -0.20, atom 27 (C): -0.22, atom 28 (C): -0.22, atom 29 (C): -0.25, atom 30 (C): -0.08, atom 31 (S): -0.10, atom 32 (H): 0.22, atom 33 (H): 0.21, atom 34 (H): 0.21, atom 35 (H): 0.22, atom 36 (N): -0.59, atom 37 (C): 0.24, atom 38 (C): -0.04, atom 39 (C): -0.18, atom 40 (C): -0.21, atom 41 (C): -0.19, atom 42 (C): -0.22, atom 43 (C): -0.19, atom 44 (C): -0.10, atom 45 (C): -0.18, atom 46 (C): -0.21, atom 47 (C): -0.20, atom 48 (C): -0.23, atom 49 (C): -0.13, atom 50 (H): 0.23, atom 51 (H): 0.22, atom 52 (H): 0.21, atom 53 (H): 0.22, atom 54 (H): 0.22, atom 55 (H): 0.22, atom 56 (H): 0.22, atom 57 (H): 0.21, atom 58 (H): 0.21, atom 59 (H): 0.21

---

Formula: C4H5Br
Source: the Open Molecules 2025 dataset
Level of theory: ωB97M-V with the def2-TZVPD basis set

Atoms and positions in Å:
C  0.991  1.259  0.244
C  -1.123  -1.710  -0.093
C  -0.180  1.493  -0.248
C  -1.614  -0.505  -0.106
Br  -3.362  0.106  -0.009
H  1.768  2.020  0.286
H  1.284  0.302  0.649
H  -1.745  -2.594  -0.016
H  -0.061  -1.875  -0.168
H  -0.748  2.273  -0.695

Forces on the atoms, in the same order (eV/Å):
0.702 0.217 0.189
-0.017 -0.387 0.005
-1.986 -3.559 0.309
1.848 3.513 -0.276
-0.214 -0.201 0.006
-0.110 0.141 -0.075
-0.110 -0.195 0.007
-0.118 0.017 0.033
0.259 0.077 -0.023
-0.254 0.377 -0.175

Values from the calculation:
Spin multiplicity ... 1
Energy above the lowest of the compared OMol25 structures with the same formula, charge and spin ... 83.3 kcal/mol

Taken from the natural (NBO) analysis, the atomic charges in e are: atom 1 (C): -0.49, atom 2 (C): -0.53, atom 3 (C): -0.04, atom 4 (C): -0.11, atom 5 (Br): 0.09, atom 6 (H): 0.22, atom 7 (H): 0.22, atom 8 (H): 0.22, atom 9 (H): 0.22, atom 10 (H): 0.20

---

Formula: C30H25F3O3
Source: the Open Molecules 2025 dataset
Level of theory: ωB97M-V with the def2-TZVPD basis set

Atoms and positions in Å:
C  -2.259  -2.611  7.492
O  -1.835  -1.257  7.192
C  -1.317  -0.985  5.963
C  -1.363  0.351  5.498
C  -0.984  0.665  4.208
C  -0.535  -0.325  3.286
C  -0.209  -0.012  1.892
C  -0.729  1.191  1.327
C  -0.367  1.804  0.142
C  -0.732  3.153  -0.227
C  -0.265  3.711  -1.443
C  -0.460  5.054  -1.747
C  -1.183  5.879  -0.867
C  -1.725  5.326  0.302
C  -1.514  3.984  0.616
C  0.600  -0.934  1.091
C  1.627  -1.741  1.659
C  2.425  -2.564  0.896
C  2.324  -2.544  -0.518
O  3.210  -3.291  -1.229
C  3.094  -3.344  -2.674
C  1.307  -1.762  -1.105
C  0.413  -1.070  -0.304
C  -0.505  -1.654  3.782
C  -0.786  -1.974  5.102
H  -2.622  -2.543  8.517
H  -3.077  -2.924  6.825
H  -1.429  -3.332  7.440
H  -1.735  1.118  6.173
H  -1.034  1.712  3.911
H  -1.448  1.723  1.954
H  0.277  1.286  -0.556
H  0.233  3.046  -2.146
H  -0.053  5.469  -2.670
H  -1.350  6.930  -1.106
H  -2.316  5.947  0.979
H  -1.956  3.569  1.522
H  1.798  -1.696  2.734
H  3.176  -3.206  1.354
H  3.882  -4.036  -2.978
H  2.112  -3.732  -2.987
H  3.267  -2.360  -3.136
H  1.232  -1.707  -2.190
H  -0.435  -0.603  -0.797
H  -0.272  -2.478  3.111
H  -0.653  -2.997  5.463
F  -1.861  -2.338  -5.140
C  -1.389  -1.509  -4.162
F  -2.466  -0.879  -3.617
F  -0.876  -2.343  -3.181
C  -0.329  -0.592  -4.656
C  0.223  0.377  -3.693
O  -0.383  0.739  -2.657
C  1.513  0.903  -4.077
C  2.007  0.751  -5.356
C  1.305  0.011  -6.316
C  0.146  -0.682  -5.950
H  2.039  1.488  -3.323
H  2.964  1.212  -5.606
H  1.664  -0.066  -7.343
H  -0.385  -1.304  -6.670

Forces on the atoms, in the same order (eV/Å):
0.250 0.376 -0.069
0.251 -0.141 -0.573
0.032 -0.325 -0.524
-0.104 -0.454 0.294
0.271 -0.191 -0.164
-0.377 -0.168 0.656
-0.042 -0.338 -0.894
-0.142 0.165 0.241
0.093 -0.314 0.488
-0.618 0.857 -0.157
0.105 -0.303 0.266
-0.287 0.256 0.349
0.134 -0.632 -0.097
0.008 -0.175 0.019
0.225 0.080 -0.265
-0.038 -0.304 0.137
-0.058 0.051 0.144
0.186 0.018 -0.356
-0.204 0.186 -0.220
-0.652 0.453 0.231
-0.018 0.082 0.208
0.388 -0.418 0.036
0.146 0.369 -0.144
0.326 0.176 -0.128
-0.576 0.303 0.411
0.038 -0.135 -0.159
0.324 0.166 0.114
-0.256 0.311 0.042
0.068 -0.136 -0.147
0.099 -0.268 0.063
0.287 -0.206 -0.189
0.119 0.164 -0.102
-0.007 0.069 0.125
-0.164 -0.180 0.244
0.085 -0.315 0.090
0.185 -0.194 -0.246
0.149 0.257 -0.194
0.067 0.016 -0.263
-0.103 0.240 -0.078
-0.202 0.160 0.029
0.280 0.148 0.204
-0.091 -0.253 0.251
-0.302 -0.076 0.348
0.189 0.018 -0.039
0.071 0.262 0.092
-0.248 0.352 -0.319
0.054 0.308 0.625
-0.141 0.211 -0.130
0.475 -0.705 -0.247
-0.637 0.326 -0.365
0.108 0.629 0.921
0.394 -0.434 -1.588
0.005 -0.128 1.025
-0.510 -0.076 0.216
-0.068 -0.201 0.019
-0.104 -0.193 -0.508
0.586 0.210 0.041
-0.039 -0.002 -0.175
-0.231 -0.086 -0.059
-0.021 0.067 0.317
0.241 0.066 0.154

Values from the calculation:
Spin multiplicity ... 1
Energy above the lowest of the compared OMol25 structures with the same formula, charge and spin ... 0.0 kcal/mol

Taken from the natural (NBO) analysis, the atomic charges in e are: atom 1 (C): -0.26, atom 2 (O): -0.49, atom 3 (C): 0.37, atom 4 (C): -0.29, atom 5 (C): -0.07, atom 6 (C): -0.19, atom 7 (C): 0.23, atom 8 (C): -0.33, atom 9 (C): 0.03, atom 10 (C): -0.05, atom 11 (C): -0.14, atom 12 (C): -0.22, atom 13 (C): -0.16, atom 14 (C): -0.22, atom 15 (C): -0.17, atom 16 (C): -0.11, atom 17 (C): -0.17, atom 18 (C): -0.27, atom 19 (C): 0.38, atom 20 (O): -0.48, atom 21 (C): -0.27, atom 22 (C): -0.31, atom 23 (C): -0.13, atom 24 (C): -0.11, atom 25 (C): -0.31, atom 26 (H): 0.21, atom 27 (H): 0.19, atom 28 (H): 0.18, atom 29 (H): 0.24, atom 30 (H): 0.21, atom 31 (H): 0.20, atom 32 (H): 0.26, atom 33 (H): 0.26, atom 34 (H): 0.23, atom 35 (H): 0.22, atom 36 (H): 0.22, atom 37 (H): 0.20, atom 38 (H): 0.22, atom 39 (H): 0.23, atom 40 (H): 0.20, atom 41 (H): 0.20, atom 42 (H): 0.20, atom 43 (H): 0.27, atom 44 (H): 0.27, atom 45 (H): 0.23, atom 46 (H): 0.23, atom 47 (F): -0.34, atom 48 (C): 0.99, atom 49 (F): -0.33, atom 50 (F): -0.36, atom 51 (C): -0.33, atom 52 (C): 0.43, atom 53 (O): -0.79, atom 54 (C): -0.33, atom 55 (C): -0.20, atom 56 (C): -0.34, atom 57 (C): -0.15, atom 58 (H): 0.19, atom 59 (H): 0.20, atom 60 (H): 0.20, atom 61 (H): 0.22